No. 1
Molecular formula: C24H14AsBr4FeO2S
Method: DFT, the ωB97M-V functional and the def2-TZVPD basis

HOMO-LUMO gap (spin up / spin down)	6.23 / 6.39	eV
E_LUMO (spin up / spin down)	-1.43 / -1.51	eV
2S+1	2
expectation value of S²	0.798

The geometry in XYZ format:
```
47
Properties=species:S:1:pos:R:3:lowdin_charge:R:1
C -2.470 -3.575 2.470 -0.0906
C 1.804 0.123 -0.395 -0.0610
C 0.581 3.275 -2.111 -0.6265
Fe -1.634 -0.043 -1.982 0.2365
H 3.882 -1.600 -2.573 0.0958
Br 4.713 2.518 -2.510 0.7842
H -4.001 -4.168 -0.503 0.0995
As -0.905 -0.401 0.193 1.3376
C -3.278 -4.187 1.517 -0.0816
Br 2.773 5.112 -1.884 0.7568
C -0.852 2.755 3.670 -0.0787
C 2.824 0.003 -1.482 -0.2698
C 0.135 1.780 3.624 -0.0780
C 0.930 -0.898 -0.140 -0.3518
C -0.046 2.081 -2.293 -0.4441
H 0.911 0.085 2.561 0.1032
C 2.835 2.361 -2.433 -0.7625
C 0.785 0.915 -2.621 -0.3343
O -1.317 1.850 -2.217 -0.1696
H -2.599 3.565 2.723 0.1069
C -0.854 0.881 1.626 -0.3543
Br -0.520 4.738 -1.726 0.8115
C 0.137 0.842 2.602 -0.1105
H 2.482 -3.438 -1.808 0.1123
C -1.836 1.865 1.667 -0.0955
C 3.053 -1.411 -1.907 -0.0683
C -1.836 2.798 2.693 -0.0746
H 1.624 1.117 0.008 0.1239
H -1.117 -1.951 2.849 0.1014
C 1.143 -2.186 -0.655 -0.0621
C -3.367 -3.685 0.229 -0.1190
Br 2.810 0.386 -4.450 0.8530
H -2.411 -3.972 3.475 0.1007
H -0.849 3.488 4.466 0.1049
S -2.789 -1.929 -1.795 0.6281
C 2.299 0.978 -2.647 -0.6694
H 3.785 0.430 -1.182 0.0999
H 0.906 1.751 4.382 0.1053
C -1.745 -2.448 2.118 -0.0945
O 0.189 -0.157 -2.800 -0.0182
H -3.849 -5.067 1.784 0.1045
H 0.430 -2.976 -0.459 0.1066
C 2.273 -2.428 -1.479 -0.0630
H -2.591 1.913 0.891 0.1064
C -1.832 -1.948 0.826 -0.3970
C -2.645 -2.549 -0.139 -0.6741
C 2.039 3.406 -2.182 -0.7301
```

***

No. 2
Molecular formula: C24H14Co2O6
Method: DFT, the ωB97M-V functional and the def2-TZVPD basis

HOMO-LUMO gap	4.08	eV
E_LUMO	4.93	eV
energy relative to the best compared isomer or geometry (same formula, charge and spin)	106.87	kJ/mol
total charge	-2

The geometry in XYZ format:
```
46
Properties=species:S:1:pos:R:3:lowdin_charge:R:1
Co 0.292 0.988 2.683 0.0331
C -0.119 -0.693 1.677 -0.3160
C 1.152 -0.102 -2.705 -0.2473
Co 1.625 -1.044 1.937 0.0537
C -2.246 -1.856 0.881 -0.0124
C -0.554 2.960 -5.077 -0.1570
C -3.499 -2.411 1.219 -0.1112
O 3.879 0.787 2.072 0.0849
C 0.353 0.972 -3.382 -0.2173
C -1.738 -1.647 3.256 -0.0470
O 1.787 -2.042 4.687 0.1046
C 2.880 0.203 1.999 -0.1721
H -0.229 -0.125 -1.296 0.0887
H -1.018 -1.374 4.037 0.0875
C -0.940 0.878 -3.879 -0.0709
H 1.454 3.790 -4.946 0.0878
O 1.919 3.354 2.191 0.0728
H -4.824 -2.977 2.799 0.0725
C 2.585 1.690 -3.323 -0.1059
H 1.399 -1.491 -1.245 0.0895
C -1.278 1.714 2.529 -0.1845
C 1.208 2.071 -3.666 -0.2197
O 0.439 0.676 5.578 0.0577
C 1.318 2.384 2.354 -0.2098
C -1.398 1.893 -4.732 -0.1519
C 0.416 0.720 4.420 -0.2227
C 1.638 -1.612 3.628 -0.1674
C 0.682 -0.642 -0.896 -0.1154
H 3.357 -0.042 -2.208 0.0805
H -4.170 -2.702 0.398 0.0885
H -1.547 0.014 -3.612 0.0958
H -1.909 -1.763 -0.159 0.1041
H 1.034 -1.105 -3.221 0.1271
O 3.202 -3.334 0.985 0.0809
O -2.343 2.165 2.407 0.0635
H 3.451 2.303 -3.615 0.0724
C 0.677 -0.625 0.494 -0.2732
C 2.529 -2.439 1.291 -0.1203
C -1.392 -1.385 1.917 -0.2070
C -3.857 -2.564 2.562 -0.1470
C 0.748 3.056 -4.552 -0.0795
C -2.978 -2.218 3.586 -0.1021
H -2.379 1.776 -5.202 0.0730
H -3.226 -2.351 4.645 0.0911
H -0.923 3.708 -5.782 0.0695
C 2.541 0.444 -2.734 -0.1216
```

***

No. 3
Molecular formula: C24H14F2O10V
Method: DFT, the ωB97M-V functional and the def2-TZVPD basis

HOMO-LUMO gap (spin up / spin down)	3.03 / 3.80	eV
E_LUMO (spin up / spin down)	7.25 / 7.25	eV
2S+1	2
expectation value of S²	0.757
total charge	-4

The geometry in XYZ format:
```
51
Properties=species:S:1:pos:R:3:lowdin_charge:R:1
C -1.283 0.027 -4.007 -0.0842
C 2.319 -0.641 -0.728 -0.3308
F -1.140 0.496 0.201 0.0273
C -1.094 -4.911 2.538 -0.0258
O 1.960 -0.927 0.483 -0.1268
H -2.262 -1.523 -1.107 0.0928
H -2.180 -1.920 -3.495 0.0792
C -0.429 -3.844 1.903 -0.2715
C 2.234 -1.423 -3.011 -0.3809
C -1.893 -5.801 1.828 -0.1275
C -1.772 -0.991 -3.125 -0.1210
H 3.401 1.962 -2.747 0.0893
C -1.213 0.350 -1.175 -0.2044
H -0.971 2.559 3.481 0.1038
O 1.939 -0.329 3.568 -0.5390
C -0.896 6.064 3.028 -0.4138
O -1.621 7.021 3.216 -0.0575
C -1.536 -4.349 -0.168 -0.0599
C 1.088 5.034 2.083 -0.3672
H -2.780 -6.045 -0.053 0.0712
H -1.313 -0.316 -5.031 0.0742
C 0.329 6.134 2.271 -0.0639
C -0.747 -3.488 0.624 0.0195
C -0.722 1.221 -3.417 -0.0588
H -0.232 2.291 -1.605 0.1207
O -0.394 -0.505 2.612 -0.5576
V 1.055 0.137 2.382 0.7858
H -0.361 -2.582 0.181 0.1076
H 1.742 -2.627 -1.242 0.0878
H 0.876 7.042 2.065 0.0788
H -0.828 -5.182 3.550 0.0979
F 0.279 -3.004 2.644 0.0846
O -2.618 4.547 3.776 -0.0505
H -0.313 1.983 -4.064 0.0863
C -0.620 3.504 3.093 -0.0332
O 1.982 -2.283 -3.888 -0.0914
C 3.022 0.976 -2.523 -0.0564
C 2.630 0.023 -3.570 -0.3479
H -2.568 -6.507 2.290 0.0812
C 2.101 -1.682 -1.623 -0.0364
O 2.661 0.187 -4.834 -0.1219
H -1.686 -4.158 -1.221 0.0979
O 2.286 5.128 1.501 -0.1457
C 2.855 0.685 -1.220 -0.4003
C -2.121 -5.408 0.518 -0.1638
C -1.480 4.641 3.321 -0.3833
O 1.220 2.530 2.351 -0.1288
C -1.780 -0.811 -1.761 -0.0508
C -0.677 1.384 -1.987 0.0227
C 0.554 3.642 2.487 -0.3524
O 2.995 1.686 -0.395 -0.0554
```

***

No. 4
Molecular formula: C24H15CoN6S
Method: DFT, the ωB97M-V functional and the def2-TZVPD basis

HOMO-LUMO gap (spin up / spin down)	4.43 / 4.52	eV
E_LUMO (spin up / spin down)	-5.24 / -5.24	eV
2S+1	2
expectation value of S²	0.795
total charge	+1

The geometry in XYZ format:
```
47
Properties=species:S:1:pos:R:3:lowdin_charge:R:1
N 3.351 -3.411 -0.029 -0.2160
C 2.210 -2.531 -0.260 -0.3439
C -2.352 3.249 -0.963 -0.0311
C 2.305 -1.480 1.037 -0.0406
H -1.029 -3.305 -0.681 0.1652
H -3.477 -0.453 2.196 0.1200
C -0.456 4.380 0.021 -0.0076
H -0.122 -2.194 4.243 0.1304
C -2.501 -0.922 2.151 -0.1044
C 0.333 -1.513 -1.208 -0.2945
C 0.955 0.480 0.489 -0.1992
N -0.548 1.908 -0.162 -0.0187
Co -1.466 0.309 -0.695 0.6395
C 1.276 -2.637 1.667 -0.3438
C 2.080 -0.026 1.007 0.0811
H -2.403 -1.189 4.281 0.1102
H 0.516 4.327 0.490 0.1122
C -0.606 -1.882 3.326 0.0262
N 0.581 1.841 0.383 0.1571
C -1.080 5.593 -0.214 -0.0528
N -0.438 -0.901 -2.238 0.0947
H -2.854 2.329 -1.258 0.1038
H 1.005 -4.327 0.250 0.1571
C -2.332 5.637 -0.820 -0.0547
C 0.000 -2.070 2.102 -0.0398
H -0.414 -0.106 -4.116 0.1200
C 0.969 -3.243 0.292 -0.1394
C -1.874 -1.321 3.348 -0.0219
N 2.201 -3.542 2.341 -0.2160
C 0.029 -0.486 -0.013 -0.1470
C -0.284 -2.620 -0.282 -0.0015
H -2.811 6.590 -0.999 0.1144
C 1.737 -1.873 -1.477 -0.0398
C 0.176 -0.619 -3.365 -0.1044
H 3.277 -1.611 1.501 0.1032
C -1.104 3.212 -0.359 -0.2285
H -0.589 6.511 0.075 0.1145
N -1.986 -1.076 0.952 0.0947
H 3.344 -1.802 -2.900 0.1304
H 1.917 -0.701 -4.622 0.1102
C 2.312 -1.552 -2.687 0.0263
C -2.972 4.464 -1.196 -0.0584
C -0.675 -1.627 0.869 -0.2944
C 1.520 -0.937 -3.645 -0.0219
H 2.856 0.610 1.419 0.1345
H -3.944 4.498 -1.666 0.1143
S 3.367 -3.978 1.415 1.0602
```

***

No. 5
Molecular formula: C24H16Br2N2
Method: DFT, the ωB97M-V functional and the def2-TZVPD basis

HOMO-LUMO gap	3.73	eV
E_LUMO	-2.89	eV

The geometry in XYZ format:
```
44
Properties=species:S:1:pos:R:3:lowdin_charge:R:1
H -6.921 2.216 0.300 0.1049
H -4.478 2.515 -0.070 0.1246
C -0.236 1.099 -2.141 -0.3144
H -3.724 -1.238 1.943 0.1096
N -1.140 1.859 -2.136 0.1209
H 2.667 -1.696 -2.591 0.1120
C -4.419 -0.493 1.557 -0.0059
H 0.172 1.202 0.585 0.1242
C 0.750 0.130 -2.096 -0.1010
C 3.917 1.987 -2.781 -0.0360
C -2.518 0.828 0.607 0.0127
C -0.152 0.203 0.886 0.0001
H -2.237 1.747 0.091 0.0966
C 6.246 1.207 -2.899 -0.1930
Br -8.549 0.068 1.537 0.7642
C 4.384 -0.396 -2.777 -0.0399
C -6.219 1.461 0.641 -0.1097
H 4.280 3.010 -2.877 0.1193
C -4.854 1.625 0.437 -0.0038
C -1.516 -0.088 0.917 -0.0685
C 1.549 -2.944 2.044 -0.1122
C -5.790 -0.666 1.749 -0.1094
H 0.449 -0.900 -1.891 0.1025
H -0.245 -2.478 0.946 0.1141
H 2.179 0.902 2.112 0.1220
H 3.759 -0.645 3.270 0.1050
C -3.914 0.644 0.867 -0.2058
C 0.834 -0.672 1.465 -0.2198
H -1.818 -1.099 1.216 0.1005
C 0.634 -2.077 1.451 -0.0209
C -6.694 0.306 1.290 -0.6789
N 7.392 1.442 -2.955 0.1350
H 1.380 -4.015 2.023 0.1030
C 2.900 -1.036 2.732 -0.1094
C 2.094 0.397 -2.454 -0.2425
H -6.166 -1.550 2.254 0.1033
H 5.100 -1.213 -2.876 0.1190
C 2.008 -0.176 2.097 -0.0056
C 4.841 0.932 -2.820 -0.2524
C 3.038 -0.667 -2.612 -0.0295
C 2.563 1.736 -2.624 -0.0202
H 1.850 2.563 -2.603 0.1103
Br 3.920 -3.602 3.500 0.7551
C 2.683 -2.424 2.688 -0.6803
```

***

No. 6
Molecular formula: C24H16BrIrN8O2
Method: DFT, the ωB97M-V functional and the def2-TZVPD basis

HOMO-LUMO gap	7.11	eV
E_LUMO	-6.70	eV
energy relative to the best compared isomer or geometry (same formula, charge and spin)	114.37	kJ/mol
total charge	+2

The geometry in XYZ format:
```
52
Properties=species:S:1:pos:R:3:lowdin_charge:R:1
C -0.086 -2.689 -0.327 -0.5363
H 1.331 0.258 5.260 0.1299
C -0.764 2.750 -0.096 -0.0509
C 0.507 0.230 4.562 0.0068
N -0.187 0.109 2.292 -0.0368
N 3.778 1.300 -0.122 0.1825
H -4.968 -0.322 -1.139 0.1306
C -4.191 0.130 3.434 0.0253
C -2.489 0.003 1.709 -0.1378
C -3.240 0.233 4.388 0.0235
C 2.483 1.221 0.005 -0.2863
C -0.795 0.283 4.994 0.0533
C -0.135 -4.139 -0.498 -0.1271
C 1.477 2.277 -0.016 -0.1573
H -3.518 0.321 5.430 0.1351
H -2.511 -0.312 -1.555 0.1313
O 0.485 -2.153 0.705 -0.1397
H 1.080 -4.587 1.234 0.1173
H 1.796 0.097 2.825 0.1241
H -1.022 0.352 6.051 0.1417
Br 1.276 -7.559 1.331 0.8128
O -0.600 -1.875 -1.145 -0.0520
C -1.841 0.226 4.055 -0.1099
H -0.435 -7.870 -1.063 0.1186
H 3.171 -1.887 0.126 0.1571
Ir 0.003 -0.210 0.306 1.5081
C 1.756 3.634 0.003 -0.0157
H -1.787 2.405 -0.140 0.1154
C -3.839 0.006 2.046 -0.1116
C -4.288 -0.221 -0.305 0.0122
C 3.122 -0.813 0.068 -0.0556
N -2.037 -0.107 0.434 -0.0670
N -0.962 -5.999 -1.740 0.1048
H -1.243 4.843 -0.146 0.1317
N 4.159 0.011 -0.076 0.0818
H -5.239 0.135 3.703 0.1356
C 0.419 -6.341 0.188 -0.6623
C 0.518 -4.983 0.399 -0.0428
C -0.336 -6.805 -0.890 -0.1367
C -1.484 0.133 2.710 -0.1220
H 2.783 3.975 0.052 0.1411
C -0.453 4.105 -0.097 -0.0554
N 0.794 4.546 -0.031 0.1387
H -5.818 -0.132 1.185 0.1407
N 0.200 1.829 -0.051 -0.0416
C -4.754 -0.120 0.983 0.0521
H -1.363 -4.051 -2.264 0.1289
N 2.033 -0.064 0.126 -0.0461
C 0.782 0.142 3.195 -0.0545
C -0.857 -4.692 -1.552 -0.0577
C -2.911 -0.214 -0.555 -0.0658
H 5.138 -0.224 -0.160 0.1877
```

***

No. 7
Molecular formula: C24H16BrN3O2S
Method: DFT, the ωB97M-V functional and the def2-TZVPD basis

HOMO-LUMO gap	7.95	eV
SMILES	O=S(=O)(c1ccccc1)c1cnc2c(Br)c(-c3ccccc3)nn2c1-c1ccccc1
E_LUMO	-0.61	eV
energy relative to the best compared isomer or geometry (same formula, charge and spin)	0.00	kJ/mol

The geometry in XYZ format:
```
47
Properties=species:S:1:pos:R:3:lowdin_charge:R:1
H -2.633 0.095 3.381 0.1144
H -1.394 -5.309 2.867 0.1422
H -1.844 -3.010 3.373 0.1059
C -2.365 0.632 0.130 -0.3146
N -0.630 1.372 -1.133 0.1749
C -1.681 1.137 -1.930 -0.2134
C -2.422 2.433 -3.785 -0.0605
C 3.440 1.826 1.851 -0.0697
C -0.252 1.461 -4.017 -0.0195
H -3.321 2.713 -3.362 0.0573
N -1.012 0.938 0.098 0.0094
C -2.810 0.715 -1.133 -0.5720
H 0.544 0.828 -3.549 0.1256
C 2.056 1.846 1.859 -0.0346
H -1.139 2.965 -6.919 0.0931
C 0.063 -2.178 2.625 -0.2315
C -0.949 -3.146 2.812 -0.0609
H 3.819 -0.577 -0.548 0.0677
S -0.026 -0.563 3.582 0.7761
H 1.745 2.429 2.781 0.1317
C 0.530 -4.795 1.861 -0.0988
O 1.323 -0.059 3.971 -0.3090
C -2.330 0.252 2.342 -0.0709
H 0.716 1.807 -5.861 0.1033
C 1.486 -3.867 1.633 -0.0723
C 4.069 1.009 0.825 -0.0687
N -3.074 0.293 1.248 0.1638
C -0.669 -4.467 2.535 -0.0707
O -0.915 -0.562 4.742 -0.3177
H -3.170 3.556 -5.525 0.1311
H 2.166 -1.951 1.963 0.1160
C 3.369 0.084 0.085 -0.0890
Br -4.576 0.698 -1.766 0.7927
C -0.201 0.710 1.156 -0.1285
C -1.413 1.696 -3.257 -0.1987
H 5.176 0.985 0.768 0.1084
C -0.199 1.978 -5.297 -0.0930
H 1.381 -0.686 -0.569 0.1490
H 4.005 2.466 2.601 0.1276
C 1.239 -2.535 2.045 -0.0790
C -1.217 2.707 -5.898 -0.0906
C 1.937 0.037 0.148 -0.0239
C 1.243 0.917 1.056 -0.1471
C -0.873 0.308 2.318 -0.2066
H 0.660 -5.858 1.732 0.1029
H 2.468 -4.232 1.274 0.1234
C -2.321 2.900 -5.114 -0.0754
```

***

No. 8
Molecular formula: C24H16N10O5RuS3
Method: DFT, the ωB97M-V functional and the def2-TZVPD basis

HOMO-LUMO gap (spin up / spin down)	6.15 / 6.24	eV
E_LUMO (spin up / spin down)	1.33 / 1.33	eV
energy relative to the best compared isomer or geometry (same formula, charge and spin)	272.16	kJ/mol
2S+1	2
expectation value of S²	0.815
total charge	-1

The geometry in XYZ format:
```
59
Properties=species:S:1:pos:R:3:lowdin_charge:R:1
H 1.451 -6.833 -0.738 0.1063
H -0.662 2.602 -2.755 0.1134
H -3.620 1.080 5.476 0.1067
C -3.258 1.848 3.512 -0.0225
S 4.871 1.489 -1.340 0.1986
H -0.644 -2.382 -1.009 0.1123
N -1.772 2.435 0.168 -0.1081
C -2.479 -0.733 2.868 -0.1335
C -1.948 -2.038 2.526 -0.2819
C 0.273 5.853 -0.142 -0.3001
O 6.225 1.044 -1.509 -0.3089
H -2.870 -1.225 4.911 0.1149
H -0.240 -0.475 -2.363 0.1206
N -0.261 4.502 3.003 0.1593
C 0.312 -5.352 0.299 -0.0148
H -3.730 2.769 0.650 0.1332
C -0.851 2.454 -1.705 -0.2149
N -1.989 2.749 -1.126 0.1272
O 4.687 2.592 -0.368 -0.4497
C -0.534 1.958 0.320 -0.2032
C 0.765 -0.648 -2.710 -0.1472
S 2.024 4.418 -1.610 0.6279
O 4.251 2.000 -2.622 -0.4483
S 2.328 2.631 1.191 0.7292
C 2.773 -0.433 -3.302 -0.1926
H 3.733 0.014 -3.478 0.0987
H -2.209 0.005 0.885 0.1218
H -2.572 3.621 1.676 0.1175
H 0.238 -5.902 1.226 0.1154
Ru 2.464 2.028 -1.229 0.9280
C 0.467 -3.880 -2.074 -0.1854
C -2.783 2.671 1.182 -0.0669
N 1.200 -1.809 -3.215 -0.1246
H 1.085 -3.631 -4.115 0.1216
N -1.184 -4.039 2.522 0.1112
H -0.488 -2.902 -3.725 0.1324
C 1.055 -5.135 -1.981 -0.0262
C 0.525 -3.084 -3.361 -0.0764
C 0.460 4.322 2.119 -0.3032
C -2.850 1.565 2.214 -0.1859
C -0.189 -3.363 -0.969 0.0345
C 0.977 -5.862 -0.799 -0.0613
C 1.285 4.006 1.006 -0.7548
C -3.299 0.845 4.471 -0.0592
C 1.158 4.738 -0.146 -0.7624
H 1.576 -5.547 -2.836 0.1139
N 0.075 1.952 -0.846 -0.0137
N 2.485 -1.676 -3.601 0.1256
N 1.726 0.250 -2.751 0.0249
N -1.820 -3.090 3.272 0.1114
N -0.460 6.742 -0.145 0.1510
C -2.500 0.263 1.893 0.0228
C -0.956 -3.514 1.359 -0.2837
O 3.938 0.384 -0.884 -0.4577
O -1.428 -2.246 1.293 0.1277
C -0.276 -4.090 0.215 -0.1320
H -0.110 1.637 1.256 0.1076
C -2.895 -0.442 4.165 -0.0160
H -3.530 2.862 3.780 0.1194
```

***

no.,F_max (Eh/bohr)
1,0.005
2,0.109
3,0.120
4,0.015
5,0.050
6,0.022
7,0.077
8,0.063